DFT (wB97M-V/def2-TZVPD) results for a structure of composition C3H10S3 in a non-equilibrium geometry.

HOMO energy = -7.971 eV
strongest force on any atom = 2.4 eV Å⁻¹
energy relative to the best compared isomer or geometry (same formula, charge and spin) = 1.014 eV
DFT total energy = -1314.8109 hartree
orbital gap = 8.606 eV

XYZ file:
```
16
C3H10S3 (wB97M-V/def2-TZVPD)
S 1.320 1.125 1.774
C 2.769 1.016 0.712
C 0.168 0.216 0.730
H 3.601 1.539 1.213
H 2.591 1.495 -0.265
H 3.066 -0.033 0.541
H 0.034 0.709 -0.247
H 0.509 -0.818 0.559
H -0.807 0.185 1.245
S 2.806 -1.296 2.913
S 2.399 -2.121 1.082
C 0.789 -2.882 1.365
H 2.194 -0.105 2.737
H 0.520 -3.429 0.446
H 0.007 -2.131 1.569
H 0.818 -3.597 2.204
```


DFT (wB97M-V/def2-TZVPD) results for the molecule C3H10SSi in a non-equilibrium geometry.

HOMO energy (alpha / beta) = -4.172 / -10.250 eV
strongest force on any atom = 5.6 eV Å⁻¹
spin multiplicity = 3
energy relative to the best compared isomer or geometry (same formula, charge and spin) = 1.778 eV
DFT total energy = -807.7273 hartree
orbital gap (alpha / beta) = 4.787 / 7.056 eV

XYZ file:
```
15
C3H10SSi (wB97M-V/def2-TZVPD)
C 0.929 0.302 2.067
C 0.533 -0.237 0.652
C -0.761 0.453 0.155
Si -2.002 -0.850 -1.253
S -0.313 2.069 -0.593
H 0.038 0.859 2.464
H 1.826 0.863 1.953
H 1.160 -0.462 2.803
H 1.317 -0.012 -0.028
H 0.280 -1.241 0.764
H -1.252 0.814 0.975
H -0.994 -0.719 -2.316
H -1.989 -2.306 -0.838
H -3.237 -0.164 -1.578
H 0.318 1.738 -1.700
```


DFT (wB97M-V/def2-TZVPD) results for a structure of composition C3H10Si2 in a non-equilibrium geometry.

HOMO energy (alpha / beta) = -5.589 / -9.464 eV
strongest force on any atom = 9.2 eV Å⁻¹
spin multiplicity = 3
energy relative to the best compared isomer or geometry (same formula, charge and spin) = 1.753 eV
DFT total energy = -699.0078 hartree
orbital gap (alpha / beta) = 6.185 / 7.129 eV

XYZ file:
```
15
C3H10Si2 (wB97M-V/def2-TZVPD)
C -0.708 -0.884 -0.503
C 0.172 0.055 -0.068
C -2.189 -0.674 -0.709
Si 2.373 -0.755 -0.009
Si 0.016 1.732 0.781
H -0.504 -1.933 -0.727
H -2.737 -1.479 -0.169
H -2.595 0.378 -0.431
H -2.558 -0.875 -1.677
H 3.483 0.242 0.083
H 2.397 -1.510 -1.306
H 2.539 -1.991 0.865
H 0.565 2.738 0.058
H -1.303 2.181 1.027
H 0.470 1.776 2.202
```